[1]
The following is a DFT calculation (ωB97M-V/def2-TZVPD) of 3 unconnected molecules or ions with the total composition C2H12N4O.

For the HOMO-LUMO gap, the calculation gives 7.4 eV. As for the energy relative to the best compared isomer or geometry (same formula, charge and spin): 48.0 kcal per mole. As for the lowest unoccupied orbital energy: 0.0286 Ha. The calculation puts the strongest force on any atom at 0.39 eV/Å.

Each line ends with the Mulliken charge.
Element x y z (Å)
C1 1.19 -1.07 0.93  0.18
N1 1.57 0.02 1.57  -0.32
N2 0.58 -1.27 -1.59  -0.92
N3 -0.07 -1.52 0.96  -0.56
H1 1.93 -1.68 0.44  0.34
H2 -0.76 -0.86 1.30  0.32
H3 0.87 0.74 1.78  0.27
H4 2.54 0.30 1.53  0.24
H5 0.73 -0.56 -2.30  0.05
H6 0.84 -2.13 -2.08  -0.02
H7 -0.28 -1.81 -0.03  0.37
C2 -0.79 1.57 -0.33  -0.40
N4 -1.64 0.54 -0.83  -0.51
O1 -0.75 1.59 1.14  -0.59
H8 -1.67 1.58 1.44  0.29
H9 -2.35 0.87 -1.46  0.24
H10 -1.10 -0.26 -1.22  0.35
H11 -1.10 2.55 -0.67  0.41
H12 0.26 1.40 -0.60  0.25

=====

[2]
The following is a DFT calculation (ωB97M-V/def2-TZVPD) of a molecular structure, C2H12N6O.

For the HOMO-LUMO gap, the calculation gives 8.5 eV. As for the lowest unoccupied orbital energy: 0.0135 Ha. The calculation puts the strongest force on any atom at 0.53 eV/Å.

Each line ends with the Mulliken charge.
Element x y z (Å)
C1 1.29 -1.69 0.58  -0.58
N1 -1.18 -0.76 0.18  -0.17
N2 1.79 -0.81 -0.33  -0.33
N3 -1.63 -1.39 -1.02  -0.72
H1 -1.92 -0.85 0.88  0.27
H2 2.37 -0.08 0.07  0.31
H3 -2.09 -0.66 -1.57  0.31
H4 -0.81 -1.72 -1.52  0.28
H5 1.57 -1.59 1.63  0.28
H6 1.23 -2.72 0.22  0.34
H7 -0.02 -1.36 0.54  0.24
N4 0.52 0.68 -0.71  -0.04
C2 -0.88 0.78 0.02  0.72
N5 1.30 1.86 -0.65  -0.76
N6 -0.57 1.29 1.35  -0.70
O1 -1.73 1.40 -0.67  -0.80
H8 0.35 0.45 -1.68  0.29
H9 0.93 2.53 -1.32  0.30
H10 1.12 2.24 0.28  0.31
H11 -0.27 0.59 2.02  0.21
H12 -1.36 1.82 1.69  0.23

=====

[3]
The following is a DFT calculation (ωB97M-V/def2-TZVPD) of a gas-phase ion, C2H12N8 (charge +2).

The total charge is +2. For the HOMO-LUMO gap (spin up / spin down), the calculation gives 9.0 / 9.0 eV. As for the energy relative to the best compared isomer or geometry (same formula, charge and spin): 17.4 kcal per mole. As for the lowest unoccupied orbital energy (spin up / spin down): -0.2813 / -0.2813 Ha. The calculation puts the strongest force on any atom at 7.95 eV/Å.

Each line ends with the Mulliken charge.
Element x y z (Å)
H1 4.97 1.70 0.04  0.31
N1 4.24 1.08 -0.22  -0.69
N2 4.12 -0.12 0.04  0.58
N3 2.93 -0.70 0.07  -0.10
C1 1.67 0.00 -0.24  -0.25
N4 0.66 -0.99 -0.30  -0.70
N5 -0.62 -0.54 0.05  0.27
N6 -1.55 -1.43 0.04  -0.08
C2 -2.90 -0.80 0.20  -0.66
N7 -3.05 0.35 -0.66  -0.28
N8 -2.50 1.45 0.08  -0.25
H2 4.87 -0.71 0.27  0.21
H3 2.80 -1.71 0.38  0.41
H4 1.50 0.72 0.51  0.38
H5 1.96 0.41 -1.17  0.28
H6 -1.64 -2.27 -0.49  0.31
H7 -2.90 -0.41 1.32  0.39
H8 -3.60 -1.53 -0.03  0.41
H9 -4.00 0.59 -0.88  0.30
H10 -2.16 2.12 -0.61  0.36
H11 -3.07 1.80 0.95  0.43
H12 -1.74 0.99 0.65  0.40

=====

[4]
The following is a DFT calculation (ωB97M-V/def2-TZVPD) of a molecular structure, C2H12N8.

The total charge is +2. For the HOMO-LUMO gap, the calculation gives 7.7 eV. As for the energy relative to the best compared isomer or geometry (same formula, charge and spin): 77.3 kcal per mole. As for the lowest unoccupied orbital energy: -0.2945 Ha. The calculation puts the strongest force on any atom at 5.02 eV/Å.

Each line ends with the Mulliken charge.
Element x y z (Å)
C1 -0.44 1.26 1.26  -0.26
C2 1.38 -2.55 -1.36  -0.38
N1 -0.10 2.69 1.13  -0.18
N2 0.01 -2.98 -1.56  -0.43
N3 1.25 -1.42 -0.48  0.17
N4 -0.31 3.61 2.01  0.44
N5 -0.89 3.31 3.07  -0.57
N6 0.64 0.41 1.01  -0.42
N7 -0.81 -2.02 -2.28  -0.24
N8 0.17 -0.80 -0.29  -0.34
H1 -0.71 1.11 2.35  0.31
H2 -1.30 1.17 0.66  0.40
H3 1.71 -3.51 -0.92  0.36
H4 1.99 -2.33 -2.18  0.38
H5 -0.08 3.07 0.19  0.36
H6 -0.49 -3.28 -0.73  0.33
H7 2.05 -0.92 -0.12  0.29
H8 -0.16 4.61 1.70  0.30
H9 -0.74 3.99 3.76  0.28
H10 -0.44 -1.83 -3.28  0.40
H11 -1.93 -2.37 -2.36  0.45
H12 -0.79 -1.24 -1.60  0.35

=====

[5]
The following is a DFT calculation (ωB97M-V/def2-TZVPD) of 3 unconnected molecules or ions with the total composition C2H12NO2S2.

The total charge is +1. For the HOMO-LUMO gap, the calculation gives 9.0 eV. As for the energy relative to the best compared isomer or geometry (same formula, charge and spin): 11.1 kcal per mole. As for the lowest unoccupied orbital energy: -0.1192 Ha. The calculation puts the strongest force on any atom at 1.96 eV/Å.

Each line ends with the Mulliken charge.
Element x y z (Å)
N1 -1.19 1.60 0.70  -0.29
C1 0.25 1.23 1.07  -0.52
C2 0.86 0.45 -0.06  -0.63
S1 1.57 -1.12 0.68  -0.05
S2 2.19 -2.28 -0.78  -0.19
H1 -1.94 0.89 0.73  0.25
H2 -2.11 4.09 -1.77  0.31
H3 -1.55 2.41 1.21  0.38
H4 0.12 0.73 2.03  0.40
H5 0.72 2.17 1.35  0.32
H6 0.20 0.24 -0.90  0.40
H7 1.70 0.95 -0.54  0.42
H8 1.22 -3.20 -0.93  0.17
H9 -3.30 -0.43 -0.38  0.35
H10 -4.09 -0.45 0.96  0.33
O1 -3.23 -0.56 0.58  -0.71
H11 -3.35 3.20 -2.02  0.30
H12 -1.24 1.91 -0.28  0.36
O2 -2.55 3.26 -1.53  -0.62

=====

[6]
The following is a DFT calculation (ωB97M-V/def2-TZVPD) of 3 unconnected molecules or ions with the total composition C2H12NO3.

The total charge is +1. For the HOMO-LUMO gap, the calculation gives 11.6 eV. As for the energy relative to the best compared isomer or geometry (same formula, charge and spin): 21.2 kcal per mole. As for the lowest unoccupied orbital energy: -0.1130 Ha. The calculation puts the strongest force on any atom at 2.61 eV/Å.

Each line ends with the Mulliken charge.
Element x y z (Å)
C1 1.46 -1.39 0.60  -0.51
O1 0.75 -1.66 -0.63  -0.51
C2 1.63 0.10 0.55  -0.45
N1 0.27 0.70 0.56  -0.26
H1 0.71 -1.68 1.34  0.27
H2 2.37 -1.98 0.78  0.42
H3 1.12 -2.47 -1.00  0.31
H4 2.18 0.23 -0.41  0.26
H5 2.28 0.54 1.34  0.39
H6 -0.52 0.10 0.32  0.40
H7 0.04 1.08 1.48  0.38
H8 0.21 1.48 -0.10  0.33
H9 -3.34 0.49 0.55  0.32
H10 -2.30 -0.36 1.24  0.33
O2 -2.34 0.45 0.66  -0.68
H11 -2.26 1.63 -2.39  0.29
H12 -0.84 1.50 -2.82  0.31
O3 -1.41 1.26 -2.07  -0.59

=====

[7]
The following is a DFT calculation (ωB97M-V/def2-TZVPD) of 4 unconnected molecules or ions with the total composition C2H12NO3.

The total charge is +1. For the HOMO-LUMO gap, the calculation gives 10.9 eV. As for the energy relative to the best compared isomer or geometry (same formula, charge and spin): 53.8 kcal per mole. As for the lowest unoccupied orbital energy: -0.1612 Ha. The calculation puts the strongest force on any atom at 3.24 eV/Å.

Each line ends with the Mulliken charge.
Element x y z (Å)
C1 0.95 0.29 0.59  -0.76
C2 -0.91 0.06 -0.94  -0.09
N1 -0.50 0.19 0.24  0.12
H1 1.31 -0.26 -0.28  0.36
H2 1.23 1.43 0.59  0.26
H3 1.25 -0.06 1.57  0.32
H4 -0.03 0.08 -1.70  0.07
H5 -1.97 -0.15 -0.94  0.38
H6 -0.96 -0.27 0.98  0.25
H7 -1.62 1.82 3.10  0.33
H8 -2.01 0.30 3.22  0.33
O1 -1.33 0.90 2.90  -0.65
H9 1.79 0.88 -2.75  0.30
H10 2.70 2.04 -2.47  0.29
O2 2.05 1.51 -2.11  -0.56
H11 -0.55 -3.54 -0.10  0.32
H12 -0.03 -3.06 -1.50  0.30
O3 -0.45 -2.74 -0.71  -0.59

=====

[8]
The following is a DFT calculation (ωB97M-V/def2-TZVPD) of a molecular structure, C2H12NOV.

The total charge is +1. For the HOMO-LUMO gap (spin up / spin down), the calculation gives 8.4 / 8.0 eV. The expectation value of S² is 0.784. As for the energy relative to the best compared isomer or geometry (same formula, charge and spin): 0.0 kcal per mole. As for the lowest unoccupied orbital energy (spin up / spin down): -0.1361 / -0.1294 Ha. The spin multiplicity is 2. The calculation puts the strongest force on any atom at 3.27 eV/Å.

Each line ends with the Mulliken charge.
Element x y z (Å)
C1 1.33 1.10 -1.97  -0.78
V1 0.16 0.25 -0.50  0.35
N1 -0.72 -0.22 1.48  -0.76
H1 -0.43 1.73 -0.25  0.01
H2 -1.65 -0.63 1.38  0.27
H3 1.23 1.32 -0.63  0.24
H4 1.35 2.12 -2.36  0.38
H5 0.52 0.59 -2.53  0.20
H6 2.28 0.59 -2.16  0.34
H7 -0.15 -0.88 2.02  0.31
H8 -0.83 0.63 2.04  0.32
C2 -0.94 -2.74 -0.55  -0.69
O1 -0.23 -1.66 -1.21  -0.36
H9 -1.94 -2.39 -0.27  0.28
H10 -0.37 -3.03 0.35  0.28
H11 -1.02 -3.59 -1.24  0.35
H12 -0.01 -1.89 -2.13  0.28

=====

[9]
The following is a DFT calculation (ωB97M-V/def2-TZVPD) of 2 unconnected molecules or ions with the total composition C2H12NSi2.

The total charge is +1. For the HOMO-LUMO gap, the calculation gives 10.4 eV. As for the energy relative to the best compared isomer or geometry (same formula, charge and spin): 46.8 kcal per mole. As for the lowest unoccupied orbital energy: -0.1389 Ha. The calculation puts the strongest force on any atom at 3.38 eV/Å.

Each line ends with the Mulliken charge.
Element x y z (Å)
C1 1.61 -0.63 1.55  -0.84
C2 0.33 -0.54 1.78  -0.36
N1 0.72 -0.28 -1.30  -0.51
Si1 -0.84 0.97 1.89  0.44
Si2 -0.88 -0.38 -2.34  0.46
H1 2.07 -1.54 1.38  0.46
H2 2.21 0.30 1.32  0.33
H3 -0.28 -1.46 1.98  0.34
H4 0.99 0.63 -0.88  0.38
H5 1.57 -0.38 -1.87  0.41
H6 0.77 -0.88 -0.41  0.27
H7 -1.85 1.23 2.93  -0.08
H8 0.20 2.09 1.52  -0.07
H9 -1.61 0.56 0.62  -0.15
H10 -1.63 -0.73 -1.13  -0.04
H11 -1.02 1.03 -2.83  -0.01
H12 -0.82 -1.23 -3.47  -0.03

=====

[10]
The following is a DFT calculation (ωB97M-V/def2-TZVPD) of 4 unconnected molecules or ions with the total composition C2H12O3S.

For the HOMO-LUMO gap, the calculation gives 9.1 eV. As for the energy relative to the best compared isomer or geometry (same formula, charge and spin): 25.5 kcal per mole. As for the lowest unoccupied orbital energy: 0.0160 Ha. The calculation puts the strongest force on any atom at 4.13 eV/Å.

Each line ends with the Mulliken charge.
Element x y z (Å)
C1 0.60 0.36 -2.24  -0.74
S1 0.86 -0.34 -0.56  -0.04
C2 2.26 0.45 0.11  -1.00
H1 1.29 1.26 -2.47  0.27
H2 0.79 -0.42 -3.02  0.24
H3 -0.44 0.71 -2.30  0.30
H4 2.20 0.46 1.18  0.32
H5 2.19 1.53 -0.12  0.30
H6 3.15 0.14 -0.24  0.41
O1 -0.60 1.08 2.37  -0.65
H7 -0.62 0.33 1.74  0.29
H8 0.23 1.57 2.40  0.29
O2 -2.43 -0.11 -1.18  -0.61
H9 -3.15 -0.62 -0.83  0.28
H10 -1.74 -0.20 -0.52  0.32
O3 -1.11 -2.03 1.94  -0.61
H11 -1.67 -2.79 1.64  0.31
H12 -1.80 -1.37 2.10  0.31

=====

[11]
The following is a DFT calculation (ωB97M-V/def2-TZVPD) of 5 unconnected molecules or ions with the total composition C2H12O3S2.

For the HOMO-LUMO gap, the calculation gives 3.4 eV. As for the energy relative to the best compared isomer or geometry (same formula, charge and spin): 158.6 kcal per mole. As for the lowest unoccupied orbital energy: -0.1680 Ha. The calculation puts the strongest force on any atom at 4.03 eV/Å.

Each line ends with the Mulliken charge.
Element x y z (Å)
C1 1.66 -1.97 -0.23  -0.65
S1 0.84 -2.42 1.34  -0.08
S2 -2.19 1.20 -0.12  -0.26
C2 -2.09 -0.51 0.12  -0.07
H1 0.94 -2.27 -0.95  0.29
H2 2.63 -2.45 -0.18  0.40
H3 1.47 -1.52 2.19  0.19
H4 -1.06 -0.83 -0.04  -0.31
H5 -2.67 -0.92 -0.72  0.28
H6 -2.56 -0.84 1.05  0.30
H7 1.61 -0.43 -0.45  0.35
H8 1.08 0.89 0.20  0.29
O1 1.42 0.57 -0.60  -0.60
H9 -1.15 2.05 -2.50  0.31
H10 0.26 1.66 -2.15  0.35
O2 -0.22 2.21 -2.81  -0.65
H11 -0.31 1.93 1.27  0.17
H12 0.04 1.56 2.69  0.35
O3 0.33 2.10 1.90  -0.65

=====

[12]
The following is a DFT calculation (ωB97M-V/def2-TZVPD) of 4 unconnected molecules or ions with the total composition C2H12O3S2.

For the HOMO-LUMO gap, the calculation gives 9.2 eV. As for the energy relative to the best compared isomer or geometry (same formula, charge and spin): 36.5 kcal per mole. As for the lowest unoccupied orbital energy: 0.0190 Ha. The calculation puts the strongest force on any atom at 5.45 eV/Å.

Each line ends with the Mulliken charge.
Element x y z (Å)
C1 -2.15 1.48 0.16  -0.81
C2 -2.13 0.59 1.39  -0.44
S1 -0.57 -0.24 1.80  -0.06
S2 -1.18 -2.13 1.17  -0.26
H1 -1.27 2.15 0.05  0.28
H2 -3.07 1.99 0.00  0.38
H3 -2.17 0.78 -0.71  0.13
H4 -3.13 0.05 1.32  0.33
H5 -2.19 1.33 2.35  0.21
H6 -1.03 -1.54 -0.15  0.20
O1 2.96 -1.68 0.12  -0.65
H7 2.80 -1.71 1.11  0.32
H8 2.19 -2.02 -0.15  0.29
O2 3.01 0.91 -1.31  -0.64
H9 3.86 1.37 -1.51  0.31
H10 3.29 0.11 -0.90  0.34
O3 0.39 -0.83 -1.47  -0.57
H11 0.89 -0.03 -1.42  0.34
H12 -0.51 -0.58 -1.85  0.29

=====

> Which of these has the highest strongest force on any atom?

number 3

=====

What did the fifth record say?
The following is a DFT calculation (ωB97M-V/def2-TZVPD) of 3 unconnected molecules or ions with the total composition C2H12NO2S2.

The total charge is +1. For the HOMO-LUMO gap, the calculation gives 9.0 eV. As for the energy relative to the best compared isomer or geometry (same formula, charge and spin): 11.1 kcal per mole. As for the lowest unoccupied orbital energy: -0.1192 Ha. The calculation puts the strongest force on any atom at 1.96 eV/Å.

Each line ends with the Mulliken charge.
Element x y z (Å)
N1 -1.19 1.60 0.70  -0.29
C1 0.25 1.23 1.07  -0.52
C2 0.86 0.45 -0.06  -0.63
S1 1.57 -1.12 0.68  -0.05
S2 2.19 -2.28 -0.78  -0.19
H1 -1.94 0.89 0.73  0.25
H2 -2.11 4.09 -1.77  0.31
H3 -1.55 2.41 1.21  0.38
H4 0.12 0.73 2.03  0.40
H5 0.72 2.17 1.35  0.32
H6 0.20 0.24 -0.90  0.40
H7 1.70 0.95 -0.54  0.42
H8 1.22 -3.20 -0.93  0.17
H9 -3.30 -0.43 -0.38  0.35
H10 -4.09 -0.45 0.96  0.33
O1 -3.23 -0.56 0.58  -0.71
H11 -3.35 3.20 -2.02  0.30
H12 -1.24 1.91 -0.28  0.36
O2 -2.55 3.26 -1.53  -0.62

=====

> Which of these has the highest strongest force on any atom?

number 3